{
  "formula": "C5H13O4",
  "method": "wB97M-V/def2-TZVPD",
  "symbols": ["O", "C", "O", "C", "C", "C", "C", "H", "H", "H", "H", "H", "H", "H", "H", "H", "H", "H", "O", "H", "H", "O"],
  "coordinates": [[-2.365, 1.049, -1.914], [-2.059, 0.299, -0.966], [-2.540, -0.856, -0.727], [-1.035, 0.857, 0.047], [0.286, 1.316, -0.599], [1.144, 0.093, -0.898], [1.023, 2.229, 0.366], [-0.838, 0.055, 0.755], [-1.500, 1.649, 0.642], [0.015, 1.720, -1.572], [1.052, -0.791, -0.269], [2.215, 0.297, -0.977], [0.955, -0.386, -1.870], [0.962, 1.740, 1.341], [0.669, 3.260, 0.443], [2.107, 2.316, 0.223], [1.648, -2.709, 2.094], [0.320, -2.230, 1.619], [0.928, -2.133, 2.389], [-0.402, -3.087, -0.322], [-1.645, -2.070, -0.131], [-0.940, -2.618, 0.326]],
  "mulliken_charge": [-0.72, 0.40, -0.83, -0.64, 0.72, -1.22, -1.57, 0.22, 0.41, 0.32, 0.12, 0.40, 0.34, 0.34, 0.34, 0.41, 0.29, 0.34, -0.64, 0.28, 0.39, -0.72],
  "spin_multiplicity": 1,
  "total_energy_ev": -13588.10190,
  "charge": -1,
  "e_homo_ev": -4.6,
  "orbital_gap_ev": 8.0993,
  "relative_energy_kj_mol": 43.04
}